{
  "formula": "C18H36BrN7O2P",
  "method": "ωB97M-V with the def2-TZVPD basis set",
  "symbols": ["Br", "P", "O", "O", "N", "N", "N", "N", "N", "N", "N", "C", "C", "C", "C", "C", "C", "C", "C", "C", "C", "C", "C", "C", "C", "C", "C", "C", "C", "H", "H", "H", "H", "H", "H", "H", "H", "H", "H", "H", "H", "H", "H", "H", "H", "H", "H", "H", "H", "H", "H", "H", "H", "H", "H", "H", "H", "H", "H", "H", "H", "H", "H", "H", "H"],
  "xyz": [[-0.657, -4.242, -0.970], [-1.312, 1.953, -1.144], [2.817, 2.872, -1.954], [-1.844, 2.981, -2.428], [-0.440, -1.308, -0.890], [1.659, -0.203, -0.289], [5.185, 2.818, -1.056], [0.589, -0.563, -3.634], [-0.763, 3.107, 0.108], [-1.644, -1.255, -1.563], [0.031, 0.988, -1.753], [-3.717, -2.514, -0.560], [0.229, 0.942, 3.407], [-2.847, -1.168, -0.691], [-0.036, -2.525, -0.107], [0.057, 0.795, -3.228], [-0.587, -2.569, 1.405], [-5.302, -0.855, 0.886], [-5.235, -2.105, -0.126], [2.823, 0.333, 3.556], [0.265, 0.629, 1.871], [2.775, 2.147, -0.664], [2.670, 0.592, -1.041], [4.209, 2.497, 0.050], [0.339, -0.209, -0.978], [1.537, 0.154, 1.133], [2.840, 0.020, 2.016], [1.500, 0.796, 4.279], [0.568, -2.911, 2.504], [-3.549, -0.383, -1.176], [-1.334, -3.449, 1.491], [6.139, 2.943, -0.687], [1.435, -2.169, 2.487], [3.813, -0.327, 1.543], [-1.723, -1.926, -2.334], [0.909, -3.990, 2.356], [-5.149, 0.104, 0.255], [3.818, 0.207, 4.119], [-5.810, -1.794, -1.078], [-5.712, -3.025, 0.359], [-0.204, -1.229, -3.722], [-3.809, -2.942, -1.632], [1.109, -2.660, -0.039], [5.249, 2.048, -1.738], [-0.645, 4.042, -0.308], [-0.761, 1.260, 3.898], [-0.723, 0.730, 1.315], [-1.067, 3.549, -2.680], [-1.480, 3.088, 0.845], [2.183, 3.624, -1.847], [1.881, 2.581, -0.105], [3.703, 0.121, -0.804], [-3.257, -3.275, 0.166], [-6.319, -0.726, 1.401], [4.069, 3.457, 0.651], [2.551, 0.477, -2.185], [-0.961, 0.897, -3.752], [4.637, 1.617, 0.638], [1.522, 0.980, 5.402], [1.089, -0.487, -4.537], [0.065, -2.797, 3.534], [0.807, 1.551, -3.679], [-4.429, -0.932, 1.622], [-1.160, -1.642, 1.743], [-2.593, -0.719, 0.344]],
  "de_lowest_kj_mol": 448.15,
  "homo_energy_ev": -11.192,
  "orbital_gap_ev": 7.253,
  "charge": 1,
  "smiles": "CCCCNN(/C(N(C[C@H](O)CN)c1ccccc1)=[N+](/CN)P(N)O)[C@H](Br)CC"
}